{"formula": "C20H36N5OPb", "method": "ωB97M-V with the def2-TZVPD basis set", "e_homo_ev": -13.68, "e_lumo_ev": -4.88, "energy_ev": -36060.6894, "relative_energy_kcal_mol": 60.83, "charge": 1, "spin_multiplicity": 1, "species": ["Pb", "O", "H", "C", "C", "C", "C", "N", "H", "H", "H", "H", "H", "H", "H", "C", "C", "C", "C", "N", "H", "H", "H", "H", "H", "H", "H", "C", "C", "C", "C", "N", "H", "H", "H", "H", "H", "H", "H", "C", "C", "C", "C", "N", "H", "H", "H", "H", "H", "H", "H", "C", "C", "C", "C", "N", "H", "H", "H", "H", "H", "H", "H"], "coordinates": [[4.13, -0.50, -1.49], [1.95, -0.16, -0.77], [1.01, -0.12, -0.60], [-0.81, -2.55, -4.09], [-0.71, -1.39, -3.09], [0.09, -0.22, -3.67], [1.53, -0.53, -3.70], [2.67, -0.68, -3.75], [0.19, -2.90, -4.37], [-1.48, -2.22, -4.89], [-1.30, -3.42, -3.66], [-0.25, -1.72, -2.16], [-1.70, -0.99, -2.86], [0.10, 0.55, -2.88], [-0.19, 0.28, -4.59], [-0.83, 2.17, 4.35], [0.41, 1.62, 3.64], [0.62, 1.92, 2.15], [0.34, 3.34, 1.86], [0.08, 4.44, 1.66], [-1.35, 2.78, 3.61], [-0.55, 2.62, 5.29], [-1.53, 1.34, 4.46], [0.40, 0.53, 3.73], [1.35, 1.99, 4.05], [0.06, 1.30, 1.45], [1.69, 1.82, 1.93], [0.56, -2.89, 3.46], [1.36, -2.97, 2.14], [2.49, -1.99, 2.02], [3.62, -2.39, 2.85], [4.49, -2.63, 3.55], [-0.11, -3.74, 3.53], [-0.09, -2.03, 3.59], [1.21, -2.97, 4.33], [0.59, -2.79, 1.38], [1.78, -3.94, 1.86], [2.34, -0.95, 2.30], [2.78, -1.92, 0.97], [-0.08, 3.69, -2.91], [0.86, 4.30, -1.88], [1.62, 3.26, -1.04], [2.69, 2.49, -1.66], [3.53, 1.93, -2.21], [0.38, 3.44, -3.86], [-0.91, 4.37, -3.11], [-0.57, 2.87, -2.37], [0.27, 4.94, -1.22], [1.56, 4.95, -2.42], [0.90, 2.47, -0.83], [2.00, 3.72, -0.12], [-2.62, -0.41, 0.67], [-3.19, -1.82, 0.55], [-3.56, -2.15, -0.88], [-4.25, -3.46, -0.93], [-4.77, -4.48, -0.98], [-1.54, -0.42, 0.45], [-2.66, -0.08, 1.71], [-3.08, 0.39, 0.09], [-4.07, -1.80, 1.21], [-2.51, -2.49, 1.06], [-2.70, -2.31, -1.53], [-4.25, -1.46, -1.37]]}